Here is an isolated ion of composition C3H5N2O2 and charge -1 in a non-equilibrium geometry from the Open Molecules 2025 dataset. Energies are from ωB97M-V with the def2-TZVPD basis set.

Values from the calculation:
**Net charge**: -1
**HOMO level**: -3.981 eV
**Max |F|**: 0.0775 Eh/bohr
**Energy above the lowest of the compared OMol25 structures with the same formula, charge and spin**: 319.1 kJ/mol
**Frontier orbital gap**: 7.978 eV
**SMILES**: C=CCN=[N+]([O-])[O-]

Cartesian coordinates (Å):
O 2.5664 1.7315 1.4774
O 0.8910 2.3077 0.3181
N 0.9147 0.3428 1.2952
N 1.4558 1.4715 1.0677
C -0.6190 0.1500 0.4698
C -0.9003 -1.3498 -1.4552
C -0.4504 -1.1003 -0.2536
H -1.5661 -0.6053 -2.0688
H -0.5550 -2.2625 -2.0101
H 0.3515 -1.7076 0.1305
H -0.6831 0.9817 -0.1962
H -1.4056 0.0405 1.2252

Cartesian forces (eV/Å) of the 3 atoms listed first:
O 2.398 0.005 1.600
O -0.656 1.315 -0.578
N -3.312 -2.177 -0.400

Per-atom natural (NBO) charges, elementary charge units: -0.547 -0.636 -0.421 0.554 -0.321 -0.438 -0.186 0.178 0.181 0.210 0.237 0.187

=====

Here is C3H5N2O2 as an isolated structure in a non-equilibrium geometry from the Open Molecules 2025 dataset. Energies are from ωB97M-V with the def2-TZVPD basis set.

Values from the calculation:
**Net charge**: +1
**HOMO level**: -13.145 eV
**Max |F|**: 0.1098 Eh/bohr
**Energy above the lowest of the compared OMol25 structures with the same formula, charge and spin**: 542.7 kJ/mol
**Frontier orbital gap**: 8.408 eV

Cartesian coordinates (Å):
O 0.3391 2.4809 -0.4752
O 1.1788 0.1731 1.9443
N 1.7906 0.4114 0.8012
N -0.7811 -0.5072 -1.1228
C 0.7287 -0.5755 0.8849
C 0.3946 1.4453 -0.0072
C -0.4742 0.1089 0.1699
H 0.8432 -1.5989 0.8573
H -1.3900 -1.3377 -0.8686
H -1.3314 0.3366 0.9213
H 0.0678 -0.9995 -1.4796
H -1.3661 0.0625 -1.6254

Cartesian forces (eV/Å) of the 3 atoms listed first:
O -0.509 1.658 -0.776
O -2.327 -0.736 3.779
N 0.234 2.148 -4.795

Per-atom natural (NBO) charges, elementary charge units: -0.376 -0.280 -0.095 -0.668 0.096 0.671 -0.245 0.205 0.459 0.295 0.477 0.460

=====

Here is an isolated ion of composition C3H5N2O2S and charge +1 in a non-equilibrium geometry from the Open Molecules 2025 dataset. Energies are from ωB97M-V with the def2-TZVPD basis set.

Values from the calculation:
**Net charge**: +1
**HOMO level**: -13.883 eV
**Max |F|**: 0.0915 Eh/bohr
**Energy above the lowest of the compared OMol25 structures with the same formula, charge and spin**: 338.7 kJ/mol
**Frontier orbital gap**: 7.843 eV
**SMILES**: O=[N+]([O-])C1=[NH+]CSC1

Cartesian coordinates (Å):
S 1.4160 1.6450 -0.3257
O -2.7727 -0.6077 -0.6714
O -1.8195 -2.0277 0.5971
N -1.8884 -1.1538 -0.1529
N 0.4818 -0.5874 0.6311
C 1.7100 0.1359 0.6609
C -0.2757 1.1025 -0.8447
C -0.4861 -0.1609 -0.1300
H 2.0636 0.5432 1.5569
H -1.1599 1.6706 -0.6762
H -0.4091 1.2232 -1.9530
H 0.6589 -1.4435 1.1462
H 2.4812 -0.3393 0.1617

Cartesian forces (eV/Å) of the 3 atoms listed first:
S -1.025 0.638 -0.450
O -1.799 0.574 -1.853
O 0.414 -3.020 1.362

Per-atom natural (NBO) charges, elementary charge units: 0.296 -0.248 -0.260 0.593 -0.454 -0.358 -0.683 0.497 0.260 0.302 0.330 0.479 0.246

=====

Among the records above, which one has the lowest frontier orbital gap?
C3H5N2O2S